## w
Entry from the OMol25 dataset: a 9-piece molecular cluster, C3H23NO9 overall (wB97M-V/def2-TZVPD).

Last column: Löwdin charge in e.
Cartesian coordinates (Å):
O 2.6012 1.7257 1.7664  -0.07
O 2.5303 -0.1697 -0.8948  -0.10
O -3.2293 -0.1533 0.7637  0.03
O 0.1077 3.1502 2.3272  -0.07
O -3.4303 0.6040 -1.9337  -0.08
O 1.8044 -1.3091 2.8408  -0.05
O -1.8768 -1.1401 -3.2066  -0.09
O 0.8324 -2.7032 -2.1962  -0.09
O 1.3999 -2.9379 0.5592  -0.05
N -0.1244 1.0383 0.2629  -0.08
C -0.2645 1.3572 -1.2410  -0.04
C -2.1653 0.1548 1.2328  -0.19
C -0.7744 -0.2153 0.6482  -0.15
H -1.0719 0.9009 -1.6770  0.00
H 2.7129 0.0323 0.1161  0.08
H -3.5921 0.4711 -0.9616  0.04
H 0.5088 3.7641 1.6914  0.05
H -2.4497 -0.4877 -2.7713  -0.04
H 0.7470 1.1029 -1.6507  0.08
H -0.3186 2.4952 1.7757  -0.02
H -0.2319 -0.4378 1.4837  0.07
H -2.1375 0.9550 2.0057  0.13
H 1.2209 -2.9465 -0.3806  -0.02
H -1.3642 -0.6257 -3.8709  0.06
H 2.3872 2.5072 2.3468  0.06
H -0.1414 -2.4377 -1.9783  0.08
H -0.4316 2.3857 -1.4012  0.05
H 1.9675 -2.0878 2.2449  0.03
H 1.9542 -1.5705 3.7241  0.01
H -3.2924 1.5911 -2.0149  0.10
H -0.9838 -0.8473 -0.1314  0.08
H 2.2849 -1.1085 -0.7082  0.02
H 2.2103 1.1973 2.4475  0.00
H 0.8261 1.1198 0.4769  0.03
H 0.7540 -3.5054 0.9865  0.06
H 1.0305 -1.8692 -2.6822  0.06

## Properties
Structure (SMILES): CNCC=O.O.O.O.O.O.O.O.O
Spin multiplicity: 1
HOMO-LUMO gap in eV: 9.555



## x
Entry from the OMol25 dataset: a 9-piece molecular cluster, C3H23NO9 overall (wB97M-V/def2-TZVPD).

Last column: Löwdin charge in e.
Cartesian coordinates (Å):
O -3.3046 0.8704 0.7322  -0.11
O -1.0205 -2.5463 1.8184  -0.06
O -0.6325 -2.2756 -2.6018  -0.05
O 1.2697 -0.1004 1.4305  -0.03
O -1.3309 2.4812 1.6345  -0.06
O 3.8830 1.6474 0.5065  -0.06
O -2.2862 -1.7219 -0.4298  -0.06
O 1.8806 -2.6665 -3.1136  -0.04
O -1.2061 -0.1655 2.8870  -0.11
N 1.3610 0.5195 -0.6724  0.03
C 0.6233 0.1619 0.3969  -0.32
C 0.6795 2.8580 -1.1357  -0.08
C 0.7987 1.4380 -1.6756  -0.26
H 4.5505 1.3464 1.1305  0.05
H -1.3394 -1.1165 2.5865  0.01
H 0.2606 -2.3572 -2.2382  0.02
H 0.0462 2.7376 -0.2288  0.06
H -0.9849 2.4198 2.5315  0.06
H -2.6263 1.1026 1.4074  -0.01
H -0.0816 -2.3357 1.7391  0.05
H 1.4767 1.5214 -2.5411  0.11
H 0.2561 3.5122 -1.9314  0.09
H -3.2388 -0.0904 0.6205  -0.01
H 3.2407 2.1183 1.0494  0.04
H -0.5330 -1.9107 -3.4822  0.05
H 2.6591 -2.2613 -2.7206  0.06
H -1.4848 -2.2681 1.0064  0.00
H -1.8351 3.2967 1.5519  0.07
H -0.2872 0.0417 2.6471  -0.01
H -1.8533 -1.7038 -1.3052  0.03
H -2.9262 -2.4401 -0.5316  0.08
H -0.2124 1.1111 -1.9835  0.12
H 1.6404 3.0984 -0.6831  0.07
H 2.3686 0.6071 -0.5573  0.11
H -0.4528 0.0682 0.3988  0.12
H 1.4661 -2.0061 -3.6819  0.04

## Properties
Structure (SMILES): CCNC=O.O.O.O.O.O.O.O.O
Spin multiplicity: 1
HOMO-LUMO gap in eV: 9.723



Stability, highest: x



## w
Entry from the OMol25 dataset: a 2-piece molecular cluster, CH3N2O2P overall (wB97M-V/def2-TZVPD).

Last column: Löwdin charge in e.
Cartesian coordinates (Å):
P -0.1520 1.8202 -0.8871  0.61
O -0.7011 -2.0303 0.7634  0.13
O -0.8638 2.3836 -2.0085  -0.51
N -0.9031 0.3823 -0.5623  -0.19
N 1.1045 -0.6369 0.9380  0.17
C -0.1047 -1.0180 0.6071  -0.39
H -1.6400 0.1977 -1.1504  -0.02
H 1.5112 0.2465 1.0106  0.06
H 1.7492 -1.3451 1.2893  0.14

## Properties
Spin multiplicity: 1
HOMO-LUMO gap in eV: 9.676



## x
Entry from the OMol25 dataset: CH3N2O2P as an isolated structure (wB97M-V/def2-TZVPD).

Last column: Löwdin charge in e.
Cartesian coordinates (Å):
P -1.2382 0.5974 -0.3955  0.57
O -1.5729 1.8939 -0.9674  -0.35
O 0.7245 0.5602 -1.5076  0.11
N -0.8120 0.0812 0.9729  -0.20
N 2.1200 -0.2108 0.1015  0.26
C 1.2463 0.2267 -0.5523  -0.52
H -1.5900 -0.4258 -1.2778  0.04
H -0.8704 0.8806 1.6003  0.01
H 2.4303 -0.1907 1.0222  0.08

## Properties
Spin multiplicity: 1
HOMO-LUMO gap in eV: 11.385



Stability, highest: w



## w
Entry from the OMol25 dataset: an isolated ion of composition C4H7BrNS and charge +1 (wB97M-V/def2-TZVPD).

Last column: Löwdin charge in e.
Cartesian coordinates (Å):
Br -1.9445 -0.1577 -1.6317  0.62
S 0.9213 2.2117 0.2860  1.00
N -0.6589 -1.4209 0.5390  0.17
C 1.6399 1.0179 -0.7064  -0.37
C 0.9583 -0.1357 -0.8337  -0.20
C -0.4642 1.0803 0.7153  -0.40
C -0.3413 -0.1374 -0.1768  -0.72
H -1.3972 1.6249 0.5905  0.08
H -1.6228 -1.3944 0.9033  0.16
H -0.3499 0.8194 1.7687  0.10
H 0.0047 -1.5984 1.3072  0.19
H -0.6067 -2.1972 -0.1377  0.16
H 2.5885 1.2364 -1.1613  0.09
H 1.2730 -0.9488 -1.4623  0.12

## Properties
Net charge: +1
Structure (SMILES): [NH3+][C@]1(Br)C=CSC1
Spin multiplicity: 1
HOMO-LUMO gap in eV: 8.301



## x
Entry from the OMol25 dataset: an isolated ion of composition C4H7BrNS and charge +1 (wB97M-V/def2-TZVPD).

Last column: Löwdin charge in e.
Cartesian coordinates (Å):
Br 3.8893 0.0220 -0.1795  0.75
S -2.4612 1.0411 -0.4834  1.03
N -1.0049 -1.1613 -0.7884  0.19
C -0.2059 0.4181 0.8717  -0.19
C 2.1263 0.6362 0.0536  -0.57
C 1.1927 -0.0887 0.6549  -0.23
C -1.1692 -0.0197 -0.1765  -0.64
H -0.1844 -1.7267 -0.6001  0.15
H -0.2177 1.5060 0.9436  0.12
H 1.9607 1.6320 -0.3262  0.07
H 1.4321 -1.0671 1.0457  0.11
H -3.1297 0.2832 -1.3646  -0.07
H -1.6546 -1.5072 -1.4819  0.14
H -0.5734 0.0322 1.8312  0.15

## Properties
Net charge: +1
Spin multiplicity: 1
HOMO-LUMO gap in eV: 8.438



Stability, highest: x



## w
Entry from the OMol25 dataset: a 2-piece molecular cluster, C21H31N2 overall (wB97M-V/def2-TZVPD).

Last column: Löwdin charge in e.
Cartesian coordinates (Å):
N 4.5300 -0.6822 -1.5258  -0.07
N 0.9838 -0.0534 2.0387  -0.18
C 6.7178 -1.2653 -3.3943  -0.19
C 0.4837 0.6655 3.2460  -0.16
C -1.0388 0.6907 3.2795  -0.13
C 3.6590 -2.1644 3.4583  -0.03
C 6.5093 -2.0589 -2.1099  -0.17
C -1.0189 0.6902 0.7706  -0.13
C 3.8880 -0.1858 -0.4697  -0.01
C 4.0896 -1.9005 5.8327  -0.05
C -1.0629 -1.4753 2.0263  -0.13
C 4.5885 0.0465 -2.8021  -0.12
C 5.9935 0.0822 -3.4180  -0.17
C 3.5747 -0.1669 1.9612  0.00
C 0.5038 0.6603 0.8229  -0.18
C 4.2031 -0.5109 5.6572  -0.06
C 4.0169 0.0485 4.3957  -0.02
C 3.7400 -0.7633 3.2641  -0.23
C 3.7255 -0.8461 0.7669  -0.08
C 5.0768 -2.0385 -1.5720  -0.12
C -1.5994 -0.0224 2.0202  -0.28
C 3.8143 -2.7227 4.7288  -0.06
C 0.4594 -1.4483 2.0183  -0.17
H 5.0508 -2.4742 -0.5699  0.11
H -1.3531 1.7325 0.7304  0.12
H 4.2313 -2.3441 6.8226  0.11
H 3.4509 0.9220 1.9253  0.13
H 4.2339 1.0701 -2.6404  0.13
H 7.1742 -1.6596 -1.3340  0.12
H 0.8785 -1.9725 2.8882  0.11
H -1.3793 1.7313 3.3106  0.12
H 4.4240 -2.6400 -2.2277  0.15
H 0.8936 1.6839 3.1948  0.12
H -1.4149 -2.0233 1.1456  0.12
H 0.9246 0.1488 -0.0519  0.11
H 7.7899 -1.0949 -3.5334  0.12
H 6.6099 0.8372 -2.9094  0.12
H -1.3811 0.1881 4.1920  0.12
H 3.4592 -2.8216 2.6106  0.11
H 5.8960 0.4163 -4.4587  0.12
H 4.1215 1.1262 4.2522  0.12
H -1.3491 0.1889 -0.1459  0.12
H 6.3836 -1.8660 -4.2484  0.12
H 4.4506 0.1271 6.5099  0.11
H 3.9079 -0.4620 -3.5107  0.14
H 0.9239 1.6748 0.8548  0.12
H 3.7213 -1.9388 0.7747  0.10
H 0.8587 -1.9299 1.1150  0.12
H 3.7240 -3.8029 4.8553  0.11
H 0.9059 0.1650 4.1295  0.12
H -1.4011 -2.0121 2.9199  0.12
H -2.6954 -0.0047 2.0076  0.14
H 6.7944 -3.1067 -2.2620  0.12
H 3.5150 0.8462 -0.5725  0.15

## Properties
Net charge: +1
Spin multiplicity: 1
HOMO-LUMO gap in eV: 7.176



## x
Entry from the OMol25 dataset: an isolated ion of composition C21H31N2 and charge +1 (wB97M-V/def2-TZVPD).

Last column: Löwdin charge in e.
Cartesian coordinates (Å):
N -2.3429 -1.8180 -0.3708  -0.10
N 2.1211 -0.4370 0.5358  -0.04
C -1.8667 -0.9526 1.8570  -0.06
C -1.4409 -1.3168 0.4708  -0.18
C 2.5699 -0.4545 -0.8448  -0.12
C -0.5236 1.6061 -3.5983  -0.08
C -0.0122 0.3714 -3.9596  -0.07
C 2.8867 0.9802 -1.2798  -0.16
C -1.2631 1.4780 1.6607  -0.02
C 0.8609 -0.5905 0.9262  -0.15
C -1.5429 1.6814 -2.6641  -0.07
C -0.5066 -0.7821 -3.3758  -0.06
C -0.1175 -1.1270 0.0931  0.04
C -1.5204 -0.7128 -2.4285  -0.24
C 3.1926 0.0179 1.4029  -0.13
C -2.0419 0.5278 -2.0855  -0.04
C 3.5353 1.4751 1.0834  -0.16
C -3.6719 -2.1879 0.0637  -0.02
C 3.9587 1.5862 -0.3786  -0.19
C -1.0074 0.1808 2.4320  -0.53
C 0.4729 -0.2106 2.3245  -0.06
C -1.3667 0.3905 3.9034  -0.03
C -2.0547 -1.9758 -1.7896  -0.09
H 0.1646 -1.4388 -0.8936  0.09
H -1.3495 -2.8016 -1.9408  0.14
H 4.1208 2.6308 -0.6432  0.12
H -2.9100 -0.6381 1.8712  0.13
H 1.8210 -0.8758 -1.5091  0.10
H 2.6611 2.1043 1.2632  0.12
H -1.0128 1.3713 0.6074  0.07
H -1.1949 -0.5140 4.4824  0.09
H 4.3376 1.8116 1.7392  0.12
H 2.9359 -0.1131 2.4513  0.12
H -1.9552 2.6400 -2.3885  0.11
H -2.8434 0.5959 -1.3644  0.12
H -0.1057 -1.7443 -3.6631  0.12
H -1.7746 -1.8340 2.5003  0.15
H -0.6677 2.2872 2.0761  0.09
H 3.4719 -1.0696 -0.9081  0.14
H -0.1356 2.5058 -4.0498  0.11
H -2.9875 -2.2468 -2.2895  0.14
H 4.0677 -0.6066 1.1978  0.14
H -4.0719 -2.9434 -0.6094  0.10
H 0.6674 -1.0611 2.9863  0.15
H 3.2227 0.9711 -2.3162  0.12
H -4.3508 -1.3305 0.0541  0.11
H 1.0649 0.6326 2.6777  0.12
H -2.4133 0.6658 4.0039  0.09
H 0.7730 0.3040 -4.6967  0.11
H 1.9714 1.5742 -1.2275  0.12
H 4.9008 1.0547 -0.5254  0.12
H -3.6501 -2.6132 1.0651  0.10
H -2.3092 1.7632 1.7385  0.10
H -0.7671 1.1889 4.3326  0.09

## Properties
Net charge: +1
Structure (SMILES): CN(Cc1ccccc1)C1=CC(=[N+]2CCCCC2)CC(C)(C)C1
Spin multiplicity: 1
HOMO-LUMO gap in eV: 8.588



Stability, highest: x



## w
Entry from the OMol25 dataset: a 2-piece molecular cluster, C4H13N3 overall (wB97M-V/def2-TZVPD).

Last column: Löwdin charge in e.
Cartesian coordinates (Å):
N 0.6620 0.1322 -3.3793  0.08
N -1.5360 0.9108 1.3623  0.26
N 0.1528 -0.4354 3.0885  0.06
C -0.5771 -0.0734 0.8039  -0.20
C 0.3216 -0.5336 1.7019  -0.10
C 0.9897 -0.1225 -0.8015  0.26
C -0.4443 -0.2669 -0.6951  -0.16
H -0.2101 -1.1890 3.6659  0.13
H -0.7931 -1.2419 -1.0247  0.15
H -1.6462 0.8575 2.3879  0.18
H 1.2078 0.9564 -3.6883  0.08
H 1.0618 -0.2580 3.5187  0.12
H 0.9798 -1.3607 1.4180  0.16
H -2.4804 0.7020 1.0162  0.20
H -0.9525 0.5646 -1.2102  0.15
H 1.3760 -0.5185 -3.7369  0.07
H 1.6733 -0.9441 -0.9977  0.13
H -1.1922 1.8554 1.1648  0.20
H -0.0110 0.1551 -4.1536  0.08
H 1.4181 0.8102 -0.4408  0.13

## Properties
Net charge: +2
Spin multiplicity: 1
HOMO-LUMO gap in eV: 7.890



## x
Entry from the OMol25 dataset: an isolated ion of composition C4H13N3 and charge +2 (wB97M-V/def2-TZVPD).

Last column: Löwdin charge in e.
Cartesian coordinates (Å):
N -2.5911 -1.2109 0.7100  0.22
N 1.9209 1.7891 -1.5554  0.23
N -0.0184 -1.1691 1.9411  0.14
C -0.2263 -0.5528 0.7104  -0.31
C -1.4156 -0.5688 0.0967  -0.05
C 0.9558 0.2186 0.1701  -0.12
C 0.7972 0.8213 -1.2160  -0.12
H -2.3150 -2.0387 1.2457  0.17
H 2.5368 1.3875 -2.2681  0.19
H -0.1222 1.4042 -1.2168  0.13
H 0.8779 -0.9301 2.3366  0.11
H -1.6139 -0.1168 -0.8594  0.12
H -3.0957 -0.6138 1.3781  0.19
H -0.2315 -2.1505 2.0422  0.12
H 1.8218 -0.4453 0.2260  0.14
H 1.5438 2.6652 -1.9162  0.18
H 0.7701 0.0530 -1.9876  0.15
H 1.1463 1.0023 0.9124  0.15
H -3.2627 -1.5169 0.0044  0.18
H 2.5217 1.9725 -0.7542  0.17

## Properties
Net charge: +2
Structure (SMILES): N/C(=C\[NH3+])CC[NH3+]
Spin multiplicity: 1
HOMO-LUMO gap in eV: 10.403



Stability, highest: x



## w
Entry from the OMol25 dataset: a 2-piece molecular cluster, C4H13N3 overall (wB97M-V/def2-TZVPD).

Last column: Löwdin charge in e.
Cartesian coordinates (Å):
N -1.9851 1.1651 -0.1073  0.21
N -2.0496 -1.1489 0.0597  0.22
N 1.0228 0.1511 1.4399  0.24
C 1.1171 1.1913 -0.8024  -0.02
C 0.7060 0.0047 -0.0168  -0.32
C 1.0474 -1.3501 -0.5237  -0.02
C -1.4509 -0.0063 0.0211  -0.18
H -1.4427 2.0073 -0.2546  0.13
H 2.2098 1.2154 -0.8658  0.13
H 0.7332 -0.6737 1.9877  0.19
H 0.7087 -2.1499 0.1322  0.10
H 0.7615 1.1352 -1.8283  0.12
H 2.1315 -1.4536 -0.6195  0.13
H -1.5539 -2.0294 0.0969  0.13
H -3.0604 -1.2211 -0.0456  0.16
H 0.6388 -1.5096 -1.5217  0.12
H 0.8049 2.1369 -0.3644  0.10
H 2.0513 0.2465 1.5584  0.21
H -2.9907 1.2963 -0.2065  0.16
H 0.6002 0.9928 1.8608  0.19

## Properties
Net charge: +2
Spin multiplicity: 1
HOMO-LUMO gap in eV: 11.358



## x
Entry from the OMol25 dataset: an isolated ion of composition C4H13N3 and charge +2 (wB97M-V/def2-TZVPD).

Last column: Löwdin charge in e.
Cartesian coordinates (Å):
N -0.1303 0.7111 -0.1031  -0.10
N 0.0529 -0.6535 0.3608  -0.08
N -2.4130 0.5145 -0.3565  0.27
C 0.1785 -1.5137 -0.8734  0.05
C 1.2120 -0.9154 1.4089  0.09
C -1.2933 1.1192 -0.4915  -0.10
C 1.0492 1.5579 -0.2504  0.03
H -2.7311 -0.3378 -0.0394  0.13
H 1.8870 1.0763 0.2837  0.09
H 0.8682 2.5795 0.3868  0.19
H -0.1697 -2.4997 -0.6146  0.12
H -0.3497 -0.9291 -1.6264  0.11
H -0.8848 -0.9276 0.6717  0.17
H 2.2322 -0.5792 1.2213  0.11
H 1.3699 1.8446 -1.2255  0.11
H -3.2413 1.0578 -0.6086  0.18
H 0.8184 -0.6013 2.4199  0.14
H -1.0944 2.1851 -0.6989  0.20
H 1.2923 -1.6753 -1.1727  0.16
H 1.3471 -2.0136 1.3082  0.12

## Properties
Net charge: +2
Structure (SMILES): C/[N+](=C/N)[NH+](C)C
Spin multiplicity: 1
HOMO-LUMO gap in eV: 11.822



## y
Entry from the OMol25 dataset: a 2-piece molecular cluster, C4H13N3 overall (wB97M-V/def2-TZVPD).

Last column: Löwdin charge in e.
Cartesian coordinates (Å):
N -2.4027 -1.9128 -0.7122  0.14
N -1.1510 -0.8992 1.0861  0.12
N 2.9626 1.8976 0.1299  0.18
C -0.3946 0.0627 -0.5147  0.15
C 0.5322 1.0894 0.1158  -0.13
C -2.0260 -1.7464 0.5741  -0.21
C 1.9043 1.2212 -0.7007  -0.11
H 2.3132 0.2539 -0.9924  0.14
H -0.1635 -0.7861 -1.1533  0.12
H 2.6154 2.5242 0.8810  0.19
H 0.0286 2.0556 0.1372  0.13
H -2.6323 -1.1085 -1.2751  0.12
H -2.4614 -2.4965 1.2648  0.16
H -2.7145 -2.8349 -0.9749  0.14
H 3.7389 2.4346 -0.3211  0.20
H -1.1779 -1.1675 2.0717  0.13
H 1.8473 1.9039 -1.5826  0.15
H 0.8553 0.7741 1.0963  0.12
H 3.4450 1.1526 0.6365  0.17
H -1.4548 0.2833 -0.6311  0.09

## Properties
Net charge: +2
Spin multiplicity: 1
HOMO-LUMO gap in eV: 9.533



Stability, highest: w